Entry 1:
A structure of composition C42H54BDyN9O6S2Se in a non-equilibrium geometry. Source: OMol25; level of theory: ωB97M-V/def2-TZVPD.

Its relative energy (zero: lowest compared OMol25 entry of this formula, charge and spin) is 0.0 kJ/mol. The value obtained for the lowest unoccupied orbital energy (alpha / beta) is -6.4659 / -6.4596 eV.

```
! RIJCOSX wB97M-V def2-TZVPD def2/J DEFGRID3
* xyz 3 6
H -6.096 1.530 0.565
H 3.579 1.082 -3.808
H 0.847 -1.268 3.593
H 1.242 7.755 0.464
C 2.043 -3.976 0.708
H 5.419 0.406 -5.310
N -1.638 -1.438 3.260
H -1.481 0.288 6.189
C 5.537 -1.582 -4.530
C -2.896 -2.384 -2.214
C 2.776 6.285 0.686
C 0.489 5.785 -0.035
C -4.496 1.340 -2.431
H -0.745 -2.265 -4.834
H -3.130 -1.293 -2.240
C -0.907 -2.392 3.893
H -4.779 2.116 -4.384
H -5.325 0.798 2.062
C -3.561 3.494 5.011
H 9.497 -1.954 -6.253
C -2.972 -1.486 3.439
C 2.172 4.082 0.160
H -0.877 -4.085 5.207
C -0.542 -2.068 -2.631
H -4.697 2.318 1.378
H 2.505 -0.477 1.618
H -0.171 -4.038 -1.333
H 3.676 -2.811 -1.986
C -3.444 3.347 -3.218
N 1.971 0.300 1.984
C 3.154 4.949 0.575
C 4.004 0.094 -3.718
N -1.545 -2.572 -1.677
C -1.487 -3.365 4.702
C -1.255 -3.986 -1.489
H 10.339 -0.854 -5.065
H -2.504 2.689 -0.030
C -2.843 3.522 -1.981
H -0.919 -5.532 -3.033
H -4.417 4.130 5.145
H 9.979 -2.566 -4.695
C -0.966 1.111 5.691
H -3.276 4.042 -4.022
H -1.896 5.256 2.880
C 8.283 -1.239 -4.669
N -1.918 2.030 5.137
N 1.270 -3.207 2.895
H 2.957 -4.370 1.127
C -3.024 2.575 -0.963
H -0.726 -0.999 -2.812
O -2.843 0.242 0.914
O 0.488 -2.179 1.085
H 3.234 0.730 3.433
H 1.880 -3.892 3.318
S 6.904 -2.040 -5.595
H -2.979 -2.246 -4.430
H -1.838 -4.296 -4.735
H 2.324 1.040 1.408
H -3.413 2.055 6.659
C 2.488 -0.402 -1.911
O -0.610 0.579 -0.721
H -3.027 4.277 1.950
H 0.298 -3.467 -4.088
H 4.166 4.596 0.767
C -3.619 -2.473 4.149
H -3.318 -4.174 5.415
N -1.754 -3.824 -3.866
H -4.707 -2.495 4.231
H -0.416 0.662 4.847
C -3.058 2.476 5.749
S -4.144 0.339 0.108
H -0.255 1.592 6.356
H 3.507 6.988 1.071
B 1.066 2.322 -0.468
H -0.503 6.145 -0.303
H -5.163 0.501 -2.612
C -1.702 2.769 4.014
C 0.594 -2.297 3.819
H 1.775 1.251 3.682
O 2.326 2.725 -0.113
H -2.666 -5.229 -2.667
H 5.388 -3.537 -3.643
O 0.140 3.343 -0.553
C -2.841 -3.389 4.840
N -2.699 3.654 3.920
C -2.817 4.680 2.927
C 1.480 6.701 0.371
H 1.010 -2.492 4.815
C 1.633 0.226 -1.318
C 1.225 -3.067 1.584
C 3.531 -0.822 -2.795
C -3.009 -3.004 -3.643
H -3.677 5.323 3.168
C 5.028 -0.282 -4.579
C 0.887 4.462 -0.141
H 1.415 -4.762 0.354
H -3.870 -3.680 -3.748
H -1.779 -4.376 -0.621
N 0.770 0.903 -0.538
C -4.269 2.247 -3.432
H -3.535 -0.746 2.890
N 2.269 0.412 3.381
C -1.657 -4.787 -2.755
C 9.615 -1.680 -5.212
C -5.171 1.352 1.137
Se -0.311 2.548 2.759
Dy -0.547 -0.070 1.310
C -3.838 1.490 -1.200
H 0.454 -2.146 -2.180
C 5.001 -2.528 -3.656
C 4.061 -2.121 -2.731
H -3.588 -2.861 -1.498
H 2.245 -3.384 -0.169
H -2.240 4.376 -1.813
C -0.599 -2.889 -3.940
O 8.058 -0.490 -3.767
*
```

Atom charges from the Mulliken analysis, given in e for atoms 1 to 2:
1 H 0.45
2 H 0.53

=====

Entry 2:
A structure of composition C42H54Br2F4N4OPTi. Source: OMol25; level of theory: ωB97M-V/def2-TZVPD.

Its relative energy (zero: lowest compared OMol25 entry of this formula, charge and spin) is 86.0 kJ/mol. The value obtained for the lowest unoccupied orbital energy is -10.2978 eV.

```
! RIJCOSX wB97M-V def2-TZVPD def2/J DEFGRID3
* xyz 3 1
H -6.273 -1.338 3.402
Br 1.568 0.914 2.133
N -2.287 1.504 1.033
C -2.174 -2.760 0.505
C 1.713 -1.890 3.930
H -2.873 3.900 2.641
H -0.593 5.114 1.829
C 3.427 -0.576 0.709
C 2.697 0.359 -4.097
H -1.361 3.718 3.470
H 1.191 5.051 0.133
H 0.480 3.107 1.090
N 0.008 2.879 -2.232
H -4.131 0.828 0.309
F -2.606 -6.351 0.322
H 2.840 1.364 -3.685
C -4.238 -1.435 2.738
C -1.901 1.997 2.383
C 0.743 -2.849 1.510
C -3.066 -3.396 -1.678
C -3.721 1.754 0.694
H 2.629 -3.845 1.321
C -5.253 -1.582 3.667
C 2.112 -0.450 -1.816
H 6.071 -0.690 1.478
H -0.335 5.230 -0.717
H -3.761 3.851 0.208
Br -2.709 -0.654 -1.481
C 1.559 0.114 -0.667
H 6.145 -3.620 0.721
H 2.085 -1.522 4.877
C 6.362 -0.898 0.447
H 4.825 -2.855 1.604
C 4.030 -1.162 -0.409
H -3.429 -2.805 6.244
H 6.962 -2.681 -1.452
H 0.821 -2.454 -3.309
H -0.167 -0.897 4.135
F -1.789 -4.496 2.046
C 2.020 -3.191 1.931
C -2.923 -1.781 3.058
H 1.392 4.508 -2.340
H -1.281 2.588 -3.843
H -1.911 4.772 0.743
H -2.131 4.911 -3.973
C 1.608 -1.887 -3.810
C -3.872 2.891 -0.292
H 1.861 3.173 -1.284
H 0.371 1.165 -4.057
H 1.387 -1.877 -4.878
F -3.466 -5.652 -2.138
P -1.703 -1.515 1.743
N -0.253 3.536 0.509
H -2.974 4.949 -1.323
C 3.359 -1.070 -1.612
H 7.351 -1.355 0.479
H 3.672 -0.124 -4.109
H 0.546 2.110 -2.631
C 5.191 -3.105 0.605
H 3.488 -3.012 3.487
C -0.069 -2.042 2.307
C 1.653 -0.437 -3.293
C -2.616 -5.089 -0.035
H 3.839 -1.488 -2.482
H 6.090 -1.400 -2.278
H -0.382 0.240 -2.732
H -1.637 -2.591 4.587
C 2.224 0.064 0.570
H 2.545 -2.422 -3.676
C 2.503 -2.721 3.145
C 0.423 4.509 -0.420
H 4.488 -3.801 0.143
F -3.481 -3.077 -2.889
H -0.265 -0.425 -4.323
H 6.453 0.052 -0.084
Ti -0.998 1.884 -0.583
C 0.438 -1.545 3.509
C 0.274 0.180 -3.593
H 2.367 0.461 -5.132
C -2.185 -4.106 0.842
H -4.266 1.994 1.608
H -1.155 5.394 -2.631
H -3.825 4.196 -2.644
H -5.748 -2.179 5.669
H -4.481 -1.093 1.738
C -3.656 -2.410 5.263
C -0.760 3.434 -3.389
N -2.821 2.867 -1.376
H 5.372 -3.015 -2.111
H -2.131 0.426 1.116
C 5.972 -2.254 -1.608
C -2.879 4.195 -2.103
H -2.620 1.571 3.088
H -0.034 3.785 -4.125
H -4.862 2.883 -0.751
C -1.186 4.301 1.406
C 1.019 3.790 -1.606
C -2.639 -2.273 4.328
H 0.379 -3.236 0.566
C -1.713 4.548 -3.034
O 0.329 0.790 -0.631
C -3.061 -4.734 -1.299
C 5.383 -1.849 -0.257
H -3.143 2.177 -2.061
H -0.937 1.539 2.600
C -4.959 -2.063 4.938
C -1.861 3.507 2.524
H 3.906 -0.603 1.678
C -2.625 -2.448 -0.780
*
```

Atom charges from the Mulliken analysis, given in e for atoms 1 to 2:
1 H 0.47
2 Br 0.11

=====

Question: What is the relative energy (zero: lowest compared OMol25 entry of this formula, charge and spin) in the second record?
Answer: 86.0 kJ/mol